# 1
The following is a quantum chemistry calculation of C52H64AsCl2IN7O4PS2Si3Ti as an isolated structure, from the OMol25 dataset.

Geometry (Å):
Ti (0.78, -0.38, -0.41)
S (-0.05, 1.36, -2.21)
C (-0.94, 0.57, -1.05)
N (-2.87, -1.26, 0.14)
C (-2.59, -1.45, 1.43)
N (-1.46, -1.20, 1.99)
C (-1.47, -1.50, 3.32)
C (-0.42, -1.32, 4.22)
C (-0.58, -1.69, 5.54)
C (-1.77, -2.24, 5.99)
C (-2.84, -2.40, 5.12)
C (-2.69, -2.03, 3.80)
S (-3.85, -2.11, 2.51)
H (-2.21, -0.66, -0.39)
H (-3.83, -1.30, -0.15)
H (0.51, -0.93, 3.85)
H (0.24, -1.56, 6.23)
H (-1.88, -2.54, 7.02)
H (-3.78, -2.82, 5.46)
C (-4.08, -2.21, -2.54)
Si (-2.69, -3.49, -2.09)
C (-3.20, -4.39, -0.45)
C (-3.10, -4.86, -3.41)
As (-0.50, -2.40, -1.63)
Si (0.68, -4.49, -1.50)
C (2.40, -4.58, -2.37)
C (-0.16, -6.09, -2.19)
C (0.87, -4.93, 0.37)
Si (-0.08, -1.78, -3.92)
C (1.57, -0.94, -4.45)
C (-0.19, -3.32, -5.09)
C (-1.47, -0.61, -4.55)
H (-4.99, -2.40, -1.99)
H (-4.33, -2.27, -3.59)
H (-3.77, -1.19, -2.34)
H (-3.65, -5.36, -0.65)
H (-3.89, -3.82, 0.15)
H (-2.31, -4.56, 0.15)
H (-4.18, -4.91, -3.56)
H (-2.78, -5.85, -3.09)
H (-2.65, -4.67, -4.37)
H (2.28, -4.77, -3.44)
H (3.02, -5.37, -1.97)
H (2.95, -3.65, -2.26)
H (-0.42, -5.99, -3.24)
H (-1.07, -6.32, -1.65)
H (0.50, -6.95, -2.10)
H (1.91, -4.89, 0.70)
H (0.49, -5.93, 0.60)
H (0.32, -4.22, 0.99)
H (2.42, -1.60, -4.29)
H (1.73, -0.03, -3.88)
H (1.55, -0.68, -5.51)
H (0.16, -4.22, -4.59)
H (0.41, -3.18, -5.99)
H (-1.21, -3.48, -5.40)
H (-1.18, 0.43, -4.44)
H (-2.39, -0.75, -3.98)
H (-1.71, -0.78, -5.59)
C (-1.83, 3.39, -0.37)
P (-2.44, 1.69, 0.03)
C (-3.69, 2.35, 1.35)
C (-4.80, 3.16, 1.12)
C (-5.73, 3.37, 2.12)
C (-5.56, 2.80, 3.37)
C (-4.45, 2.01, 3.62)
C (-3.54, 1.79, 2.61)
C (-3.72, 1.45, -1.26)
C (-3.47, 1.78, -2.58)
C (-4.43, 1.55, -3.56)
C (-5.65, 1.01, -3.22)
C (-5.91, 0.68, -1.90)
C (-4.96, 0.88, -0.93)
H (-2.64, 3.98, -0.80)
H (-0.99, 3.34, -1.06)
H (-1.49, 3.86, 0.56)
H (-4.94, 3.61, 0.15)
H (-6.61, 3.97, 1.91)
H (-6.30, 2.97, 4.15)
H (-4.32, 1.56, 4.59)
H (-2.69, 1.14, 2.81)
H (-2.51, 2.19, -2.85)
H (-4.21, 1.81, -4.59)
H (-6.40, 0.84, -3.98)
H (-6.87, 0.24, -1.63)
H (-5.18, 0.62, 0.10)
Cl (4.77, 0.28, -3.65)
C (4.49, 1.86, -4.30)
C (4.42, 2.03, -5.67)
C (4.23, 3.30, -6.19)
C (4.06, 4.37, -5.33)
C (4.09, 4.19, -3.96)
Cl (3.70, 5.54, -2.95)
C (4.37, 2.93, -3.39)
N (4.46, 2.69, -2.04)
C (5.07, 3.48, -1.08)
C (5.99, 4.47, -1.43)
C (6.58, 5.26, -0.47)
C (6.29, 5.06, 0.87)
C (5.44, 4.03, 1.23)
C (4.84, 3.22, 0.28)
C (4.04, 2.04, 0.72)
C (2.59, 1.95, 0.14)
O (1.77, 2.83, 0.34)
O (2.39, 0.86, -0.49)
H (4.53, 1.18, -6.31)
H (4.20, 3.45, -7.25)
H (3.87, 5.36, -5.72)
H (4.11, 1.79, -1.74)
H (6.25, 4.61, -2.47)
H (7.28, 6.03, -0.77)
H (6.74, 5.68, 1.63)
H (5.26, 3.83, 2.28)
H (3.94, 2.07, 1.81)
H (4.55, 1.11, 0.44)
I (2.67, 2.34, 4.78)
C (1.45, 1.65, 3.23)
C (0.23, 2.17, 2.85)
N (-0.18, 1.43, 1.82)
N (0.70, 0.48, 1.50)
C (1.70, 0.59, 2.37)
H (-0.34, 2.99, 3.23)
H (-1.08, 1.50, 1.25)
H (2.56, -0.06, 2.35)
C (4.33, -3.22, 2.86)
N (3.78, -2.71, 1.63)
C (4.56, -2.49, 0.53)
C (4.02, -2.02, -0.63)
C (2.63, -1.75, -0.64)
O (1.98, -1.29, -1.64)
N (1.87, -1.94, 0.48)
C (2.40, -2.41, 1.62)
O (1.76, -2.59, 2.65)
H (5.37, -3.50, 2.71)
H (3.76, -4.09, 3.19)
H (4.27, -2.46, 3.65)
H (5.62, -2.68, 0.65)
H (4.62, -1.84, -1.50)

Net charge: -1
HOMO energy (spin up / spin down) in eV: -3.062 / -3.093
Kohn-Sham gap (spin up / spin down) in eV: 5.0 / 5.1
Multiplicity: 2

# 2
The following is a quantum chemistry calculation of C9H18Cl2N2OV as an isolated structure, from the OMol25 dataset.

Geometry (Å):
V (1.96, 0.17, -0.70)
Cl (1.03, -1.70, -0.12)
Cl (2.05, 1.59, 1.00)
C (3.62, -0.23, -0.89)
H (4.37, 0.58, -0.73)
H (4.02, -1.00, -1.54)
C (0.04, 1.59, -1.33)
C (0.96, 1.19, -2.21)
H (0.23, 2.47, -0.71)
C (0.70, -0.09, -2.94)
H (1.99, 1.60, -2.20)
C (-0.71, -0.07, -3.54)
H (1.43, -0.38, -3.72)
H (0.73, -0.89, -2.16)
C (-1.76, 0.08, -2.44)
H (-0.82, 0.77, -4.24)
H (-0.94, -0.99, -4.10)
C (-1.40, 1.15, -1.35)
H (-2.74, 0.36, -2.87)
H (-1.92, -0.88, -1.92)
H (-2.04, 2.04, -1.52)
H (-1.69, 0.77, -0.35)
C (0.13, 0.04, 4.81)
N (-0.81, -0.85, 4.19)
C (-1.18, -0.72, 2.87)
N (-2.07, -1.72, 2.46)
O (-0.83, 0.19, 2.13)
H (0.59, 0.66, 4.04)
H (0.92, -0.54, 5.31)
H (-0.36, 0.68, 5.55)
H (-1.35, -1.47, 4.77)
H (-2.09, -1.84, 1.46)
H (-2.06, -2.57, 3.00)

Net charge: -1
HOMO energy (spin up / spin down) in eV: -2.460 / -3.091
Kohn-Sham gap (spin up / spin down) in eV: 5.5 / 6.2
Multiplicity: 3
Energy relative to the best compared isomer or geometry (same formula, charge and spin) in kJ/mol: 142.7

# 3
The following is a quantum chemistry calculation of C26H33N5OSTa as an isolated structure, from the OMol25 dataset.

Geometry (Å):
Ta (-0.47, -0.10, -0.62)
C (-1.38, 4.32, 0.29)
C (-1.38, 2.95, -0.30)
N (-0.75, 1.88, 0.30)
N (-0.14, 2.11, 1.54)
C (0.38, 0.99, 1.93)
O (0.32, -0.12, 1.15)
C (1.08, 0.93, 3.20)
C (1.52, -0.27, 3.72)
C (2.13, -0.28, 4.99)
C (2.32, 0.90, 5.69)
C (1.88, 2.11, 5.15)
C (1.26, 2.14, 3.90)
C (-1.96, 2.61, -1.51)
C (-2.78, 3.47, -2.26)
C (-3.29, 3.09, -3.49)
C (-2.90, 1.83, -4.01)
C (-2.09, 1.00, -3.26)
N (-1.66, 1.29, -2.00)
H (-0.49, 4.43, 0.91)
H (-2.27, 4.47, 0.92)
H (-1.40, 5.03, -0.52)
H (1.39, -1.19, 3.17)
H (2.46, -1.23, 5.40)
H (2.81, 0.89, 6.65)
H (2.02, 3.03, 5.71)
H (0.90, 3.06, 3.48)
H (-3.02, 4.43, -1.81)
H (-3.95, 3.76, -4.03)
H (-3.21, 1.48, -4.98)
H (-1.76, 0.04, -3.67)
C (-3.53, -0.78, 0.53)
N (-2.65, -1.41, -0.52)
C (-3.49, -1.51, -1.77)
C (-2.33, -2.81, -0.06)
C (-1.18, -3.37, -0.86)
N (0.07, -2.59, -0.65)
C (0.73, -3.04, 0.62)
C (1.01, -2.98, -1.76)
H (-4.41, -1.39, 0.77)
H (-3.83, 0.20, 0.15)
H (-2.91, -0.65, 1.41)
H (-4.41, -2.09, -1.61)
H (-2.88, -1.95, -2.55)
H (-3.77, -0.50, -2.06)
H (-3.21, -3.45, -0.14)
H (-2.11, -2.73, 1.01)
H (-1.41, -3.35, -1.94)
H (-1.01, -4.42, -0.61)
H (0.95, -4.12, 0.59)
H (0.05, -2.84, 1.45)
H (1.65, -2.48, 0.73)
H (1.16, -4.06, -1.83)
H (1.98, -2.51, -1.57)
H (0.62, -2.58, -2.70)
S (1.27, 0.32, -2.19)
C (2.88, 0.05, -1.50)
C (3.82, -0.66, -2.25)
C (5.09, -0.89, -1.74)
C (5.44, -0.35, -0.49)
C (4.51, 0.38, 0.25)
C (3.23, 0.59, -0.26)
H (3.51, -1.03, -3.22)
H (5.81, -1.47, -2.30)
H (6.44, -0.52, -0.10)
H (4.79, 0.78, 1.21)
H (2.50, 1.20, 0.28)

Net charge: +3
HOMO energy (spin up / spin down) in eV: -16.545 / -16.545
Kohn-Sham gap (spin up / spin down) in eV: 5.0 / 5.0

# 4
The following is a quantum chemistry calculation of a 15-piece molecular cluster, C16H62N8O15 overall, from the OMol25 dataset.

Geometry (Å):
C (-0.89, -0.34, -0.45)
C (0.25, 0.54, 0.01)
O (1.12, 0.88, -1.06)
H (-1.32, -0.88, 0.40)
H (-0.63, -1.09, -1.14)
H (-1.68, 0.33, -0.83)
H (0.88, -0.22, 0.47)
H (0.09, 1.22, 0.87)
H (0.93, 1.80, -1.28)
C (-2.57, -1.94, 2.88)
O (-1.20, -2.01, 2.77)
N (-3.41, -2.84, 2.50)
N (-3.16, -0.95, 3.48)
H (-3.06, -3.45, 1.75)
H (-4.42, -2.73, 2.66)
H (-2.60, -0.28, 4.09)
H (-4.18, -0.57, 3.43)
C (0.92, -2.18, -2.97)
O (1.20, -2.73, -1.69)
N (0.78, -0.91, -3.17)
N (0.61, -2.89, -3.96)
H (0.85, -0.34, -2.34)
H (0.40, -0.55, -4.04)
H (0.48, -3.90, -3.92)
H (0.31, -2.52, -4.89)
C (-2.71, -2.26, -2.99)
O (-2.29, -3.35, -2.18)
N (-1.96, -1.33, -3.55)
N (-3.94, -2.12, -3.36)
H (-0.97, -1.40, -3.30)
H (-2.30, -0.50, -3.96)
H (-4.58, -2.83, -2.93)
H (-4.32, -1.35, -3.95)
C (1.18, 0.89, 4.09)
O (1.40, 2.18, 4.55)
N (0.18, 0.59, 3.37)
N (1.88, -0.19, 4.33)
H (-0.36, 1.40, 3.00)
H (0.08, -0.32, 2.95)
H (2.62, -0.16, 5.06)
H (1.66, -1.14, 4.04)
C (3.91, 2.74, -1.69)
O (3.66, 1.79, -2.71)
H (3.12, 2.81, -0.92)
H (4.18, 3.76, -2.09)
H (4.72, 2.33, -1.14)
H (3.58, 0.92, -2.27)
C (3.43, 1.18, 1.45)
O (3.83, 0.29, 2.44)
H (4.26, 1.90, 1.46)
H (2.59, 1.78, 1.76)
H (3.27, 0.71, 0.52)
H (3.05, 0.07, 2.97)
C (4.35, -1.75, -1.18)
O (3.63, -0.71, -1.75)
H (3.82, -2.69, -1.17)
H (4.58, -1.60, -0.14)
H (5.24, -1.89, -1.77)
H (2.74, -1.01, -1.92)
C (-3.33, 2.44, -1.64)
O (-4.28, 3.47, -1.93)
H (-2.43, 2.87, -1.38)
H (-3.08, 1.71, -2.38)
H (-3.58, 1.95, -0.70)
H (-4.99, 3.15, -2.45)
C (0.50, -4.89, 0.81)
O (0.07, -3.51, 0.62)
H (-0.04, -5.62, 0.18)
H (0.47, -5.26, 1.83)
H (1.49, -4.89, 0.35)
H (0.35, -3.23, -0.26)
C (-4.16, -1.11, -0.23)
O (-5.44, -1.38, -0.31)
H (-3.86, -0.46, -1.09)
H (-3.66, -2.07, -0.43)
H (-3.80, -0.71, 0.70)
H (-5.66, -1.93, 0.43)
C (0.34, 3.27, -2.72)
O (0.37, 3.69, -1.42)
H (-0.33, 2.40, -2.88)
H (1.33, 3.02, -3.06)
H (-0.05, 4.11, -3.35)
H (-0.39, 4.25, -1.24)
C (1.44, 4.54, 1.55)
O (1.98, 5.64, 0.84)
H (0.54, 4.76, 2.06)
H (2.13, 3.97, 2.20)
H (1.19, 3.76, 0.87)
H (2.58, 6.10, 1.44)
C (-2.38, 2.32, 1.61)
O (-1.32, 2.58, 2.53)
H (-3.24, 2.96, 1.84)
H (-2.53, 1.30, 1.33)
H (-1.96, 2.74, 0.72)
H (-1.52, 3.37, 2.99)
C (2.71, -2.51, 1.90)
O (1.59, -2.41, 2.68)
H (2.72, -3.53, 1.56)
H (3.53, -2.26, 2.55)
H (2.60, -1.90, 1.02)
H (0.89, -2.87, 2.23)

Net charge: 0
HOMO energy in eV: -8.289
Kohn-Sham gap in eV: 7.9
Energy relative to the best compared isomer or geometry (same formula, charge and spin) in kJ/mol: 82.4

Question: net charge of number 2 (C9H18Cl2N2OV)?
Answer: -1

Question: net charge of number 3 (C26H33N5OSTa)?
Answer: +3

Question: Look up the net charge of the second one.
Answer: -1

Question: Which of these has the highest net charge?
Answer: C26H33N5OSTa